--- i ---
This record from OMol25 describes 2 unconnected molecules or ions with the total composition CH3FOS. The level of theory is the ωB97M-V functional and the def2-TZVPD basis.

ORCA input file:
```
! wB97M-V def2-TZVPD RIJCOSX def2/J DEFGRID3
* xyz 0 1
C 0.808 0.215 0.157
O -1.660 0.999 0.806
F -1.737 -1.974 -1.032
S -0.937 0.447 -0.320
H 1.328 0.614 -0.703
H 0.971 -0.806 0.046
H 1.226 0.506 1.047
*
```

The LUMO energy (alpha / beta) is -2.9 / -2.1 eV.

***

--- ii ---
This record from OMol25 describes 3 unconnected molecules or ions with the total composition CH3FOS. The level of theory is the ωB97M-V functional and the def2-TZVPD basis.

ORCA input file:
```
! wB97M-V def2-TZVPD RIJCOSX def2/J DEFGRID3
* xyz 0 1
C 0.963 0.141 -0.038
H 1.509 -0.567 -0.705
H 0.242 0.821 -0.364
H 1.615 1.136 0.879
O -2.983 -0.045 0.012
F 0.442 -0.963 0.135
S -1.789 -0.524 0.083
*
```

The LUMO energy is -1.2 eV.

***

Which one sits at the top of the stability order? i does.

***

--- i ---
This record from OMol25 describes 5 unconnected molecules or ions with the total composition C6H25N2O4. The level of theory is the ωB97M-V functional and the def2-TZVPD basis.

ORCA input file:
```
! wB97M-V def2-TZVPD RIJCOSX def2/J DEFGRID3
* xyz 1 1
C 0.271 1.700 0.031
N -0.438 1.246 1.232
C -1.883 0.960 0.990
C -2.379 0.016 2.100
C 1.766 1.507 0.242
N 2.350 0.122 0.695
C 1.663 -0.641 1.787
C 2.530 1.911 -1.013
H -0.086 1.017 -0.793
H -0.056 2.725 -0.108
H -0.370 1.847 2.043
H -2.550 1.812 1.106
H -1.880 0.598 -0.043
H -1.987 0.364 3.093
H -2.017 -0.993 1.904
H -3.443 -0.117 2.044
H 2.020 2.350 0.948
H 2.402 -0.472 -0.123
H 3.233 0.479 1.046
H 1.922 -1.673 1.613
H 0.580 -0.508 1.671
H 2.117 -0.332 2.779
H 3.365 2.578 -0.898
H 1.928 2.687 -1.539
H 2.909 1.211 -1.766
H 0.671 -3.445 1.284
H -0.201 -3.563 0.056
O -0.089 -3.038 0.858
H 1.347 -1.476 -1.789
H 0.162 -1.492 -0.729
O 1.041 -1.819 -0.939
H -3.146 0.794 -1.529
H -3.815 -0.497 -1.997
O -3.082 -0.167 -1.461
H -1.820 -0.677 -3.896
H -1.339 -0.714 -2.511
O -0.999 -0.564 -3.399
*
```

The LUMO energy is -2.6 eV.

***

--- ii ---
This record from OMol25 describes 5 unconnected molecules or ions with the total composition C6H25N2O4. The level of theory is the ωB97M-V functional and the def2-TZVPD basis.

ORCA input file:
```
! wB97M-V def2-TZVPD RIJCOSX def2/J DEFGRID3
* xyz 1 1
N 0.171 1.241 1.588
C 1.542 1.635 1.109
C 2.013 0.949 -0.405
N 1.381 -0.285 -0.480
C 2.236 -1.445 0.019
C -0.592 -1.302 -1.348
C 0.575 -0.642 -1.795
C 1.461 -1.497 -2.706
H -0.583 1.376 0.919
H 0.259 0.153 1.671
H -0.165 1.710 2.454
H 2.207 1.071 1.811
H 1.789 2.727 0.903
H 1.412 1.844 -0.878
H 3.133 1.001 -0.406
H 2.868 -0.919 0.786
H 1.537 -2.133 0.451
H 2.936 -2.044 -0.676
H -1.219 -0.619 -0.798
H -1.325 -1.403 -2.305
H -0.321 -2.273 -0.893
H 0.389 0.305 -2.305
H 1.747 -1.178 -3.584
H 0.775 -2.230 -2.943
H 2.324 -1.825 -2.098
H -2.834 2.288 1.942
H -2.340 1.448 3.082
O -2.148 1.784 2.133
H -1.116 -1.975 3.137
H -2.020 -1.247 2.134
O -1.145 -1.503 2.266
H -1.818 2.568 -1.647
H -0.956 1.442 -2.335
O -1.047 1.982 -1.557
H -3.044 -0.274 0.552
H -4.118 -0.646 1.510
O -3.963 -0.083 0.694
*
```

The LUMO energy is -3.1 eV.

***

Which one sits at the top of the stability order? i does.

***

--- i ---
This record from OMol25 describes 12 unconnected molecules or ions with the total composition C12H36N12O24. The level of theory is the ωB97M-V functional and the def2-TZVPD basis.

ORCA input file:
```
! wB97M-V def2-TZVPD RIJCOSX def2/J DEFGRID3
* xyz 0 1
C 1.882 2.737 2.808
N 2.879 2.893 1.680
O 2.483 2.694 0.534
O 3.964 3.349 1.944
H 1.533 3.761 2.942
H 2.229 2.307 3.747
H 1.021 2.213 2.392
C -3.694 -4.019 0.048
N -2.513 -3.684 0.878
O -2.112 -4.638 1.576
O -2.066 -2.553 0.814
H -4.344 -3.153 0.175
H -4.051 -4.970 0.443
H -3.367 -4.001 -0.992
C -3.343 1.764 2.546
N -2.710 2.014 1.212
O -1.837 2.914 1.126
O -3.037 1.266 0.241
H -2.675 2.189 3.295
H -3.265 0.678 2.593
H -4.378 2.103 2.559
C 3.085 -1.370 4.121
N 3.193 -0.241 3.200
O 4.218 0.445 3.275
O 2.334 -0.225 2.325
H 2.595 -2.236 3.676
H 2.512 -0.834 4.878
H 4.080 -1.503 4.547
C -0.238 -4.772 -3.466
N -0.596 -3.743 -2.497
O -1.674 -3.218 -2.578
O 0.112 -3.482 -1.544
H 0.850 -4.750 -3.415
H -0.543 -4.516 -4.481
H -0.599 -5.745 -3.132
C -3.132 3.742 -2.292
N -4.279 2.777 -2.508
O -4.445 2.248 -3.606
O -5.011 2.638 -1.533
H -2.621 3.502 -1.359
H -3.658 4.655 -2.015
H -2.442 3.794 -3.135
C 4.098 -3.859 0.069
N 3.502 -3.160 -1.056
O 3.190 -3.852 -2.014
O 3.228 -1.979 -0.885
H 5.159 -3.730 -0.144
H 3.819 -4.912 0.030
H 3.730 -3.441 1.005
C -1.764 0.076 5.536
N -0.616 0.618 4.767
O 0.340 1.144 5.380
O -0.742 0.454 3.583
H -2.351 -0.546 4.861
H -2.306 0.837 6.098
H -1.241 -0.637 6.173
C -3.695 -0.971 -2.099
N -4.483 -1.771 -3.082
O -4.070 -1.771 -4.282
O -5.476 -2.415 -2.699
H -3.676 0.101 -2.294
H -2.648 -1.275 -2.104
H -4.016 -1.116 -1.067
C 4.097 0.766 -3.068
N 4.938 0.827 -1.849
O 4.616 1.544 -0.889
O 6.062 0.344 -1.953
H 4.560 1.250 -3.927
H 3.107 1.161 -2.842
H 3.903 -0.286 -3.277
C 1.209 4.169 -1.939
N 2.423 5.049 -2.057
O 2.876 5.200 -3.181
O 2.828 5.659 -1.044
H 0.608 4.326 -2.835
H 0.779 4.488 -0.990
H 1.560 3.141 -1.849
C 0.071 -0.081 -0.156
N -0.038 0.632 -1.457
O -1.048 1.309 -1.661
O 0.924 0.541 -2.216
H -0.524 -0.971 -0.359
H -0.383 0.431 0.693
H 1.112 -0.323 0.058
*
```

The SMILES is C[N+](=O)[O-].C[N+](=O)[O-].C[N+](=O)[O-].C[N+](=O)[O-].C[N+](=O)[O-].C[N+](=O)[O-].C[N+](=O)[O-].C[N+](=O)[O-].C[N+](=O)[O-].C[N+](=O)[O-].C[N+](=O)[O-].C[N+](=O)[O-]. The LUMO energy is -0.9 eV.

***

--- ii ---
This record from OMol25 describes 12 unconnected molecules or ions with the total composition C12H36N12O24. The level of theory is the ωB97M-V functional and the def2-TZVPD basis.

ORCA input file:
```
! wB97M-V def2-TZVPD RIJCOSX def2/J DEFGRID3
* xyz 0 1
C -0.438 0.228 -0.285
N 0.069 -0.382 -1.539
O 1.176 -0.841 -1.470
O -0.634 -0.435 -2.540
H -1.268 0.893 -0.512
H 0.320 0.729 0.270
H -0.925 -0.590 0.253
C 2.799 4.064 -1.229
N 2.341 2.650 -1.195
O 1.299 2.414 -1.679
O 3.026 1.898 -0.579
H 2.091 4.620 -1.834
H 3.755 4.083 -1.737
H 2.828 4.381 -0.202
C -0.744 -2.158 -4.960
N -0.365 -3.080 -6.032
O -1.198 -3.890 -6.451
O 0.730 -2.952 -6.464
H -1.740 -2.421 -4.636
H -0.817 -1.143 -5.347
H 0.041 -2.180 -4.227
C -0.180 -3.159 1.317
N -0.415 -3.553 2.764
O 0.382 -4.250 3.293
O -1.403 -3.165 3.307
H -1.031 -2.560 1.020
H -0.166 -4.067 0.731
H 0.715 -2.555 1.292
C 3.834 0.999 2.433
N 4.554 -0.138 1.778
O 5.775 -0.114 1.716
O 3.890 -1.002 1.343
H 4.537 1.799 2.550
H 3.386 0.605 3.336
H 3.041 1.252 1.733
C 0.206 3.658 3.258
N -0.953 3.079 2.499
O -1.979 2.997 3.064
O -0.802 2.797 1.339
H 0.443 2.961 4.063
H -0.102 4.617 3.635
H 1.057 3.652 2.598
C -4.593 2.167 1.700
N -5.093 1.267 2.792
O -4.255 0.643 3.443
O -6.310 1.144 2.910
H -4.840 3.190 1.978
H -5.171 1.935 0.815
H -3.531 2.026 1.613
C -4.685 -2.968 2.651
N -4.516 -2.013 1.522
O -3.397 -1.818 1.096
O -5.516 -1.514 1.081
H -3.863 -3.680 2.601
H -5.566 -3.566 2.464
H -4.635 -2.382 3.556
C 1.942 -3.945 -3.015
N 3.078 -4.822 -2.659
O 2.813 -5.910 -2.368
O 4.183 -4.364 -2.664
H 1.487 -4.231 -3.955
H 2.259 -2.911 -2.983
H 1.172 -4.100 -2.260
C -1.158 0.047 5.339
N -0.443 -0.337 4.102
O -0.761 0.229 3.069
O 0.451 -1.155 4.194
H -0.430 0.010 6.155
H -1.957 -0.649 5.532
H -1.467 1.086 5.275
C 4.509 0.149 -2.547
N 4.741 0.839 -3.800
O 4.840 2.046 -3.769
O 4.753 0.167 -4.755
H 3.446 -0.064 -2.522
H 4.822 0.728 -1.698
H 5.076 -0.776 -2.571
C -2.002 3.115 -2.133
N -2.230 3.703 -3.464
O -2.701 3.001 -4.311
O -1.910 4.851 -3.590
H -2.684 2.330 -1.880
H -2.038 3.971 -1.465
H -0.955 2.815 -2.154
*
```

The SMILES is C[N+](=O)[O-].C[N+](=O)[O-].C[N+](=O)[O-].C[N+](=O)[O-].C[N+](=O)[O-].C[N+](=O)[O-].C[N+](=O)[O-].C[N+](=O)[O-].C[N+](=O)[O-].C[N+](=O)[O-].C[N+](=O)[O-].C[N+](=O)[O-]. The LUMO energy is -0.7 eV.

***

Which one sits at the top of the stability order? ii does.

***

--- i ---
This record from OMol25 describes 2 unconnected molecules or ions with the total composition CH6NPS. The level of theory is the ωB97M-V functional and the def2-TZVPD basis.

ORCA input file:
```
! wB97M-V def2-TZVPD RIJCOSX def2/J DEFGRID3
* xyz 0 1
C 0.881 -0.167 0.351
N -1.567 0.332 -0.268
P -0.566 -0.985 -0.393
S -4.425 0.713 0.021
H 1.318 0.711 -0.117
H 0.549 0.046 1.470
H 1.635 -0.943 0.438
H -1.788 0.552 -1.257
H -2.514 0.344 0.286
H -0.706 -1.494 0.911
*
```

The LUMO energy (alpha / beta) is -3.1 / -3.0 eV.

***

--- ii ---
This record from OMol25 describes CH6NPS in the gas phase. The level of theory is the ωB97M-V functional and the def2-TZVPD basis.

ORCA input file:
```
! wB97M-V def2-TZVPD RIJCOSX def2/J DEFGRID3
* xyz 0 1
N -0.826 -1.810 0.213
P -0.406 -0.455 -0.776
C 0.315 0.883 0.431
S 1.231 2.002 -0.625
H -1.824 -1.859 0.411
H -0.069 -1.997 0.925
H 0.795 -0.974 -0.993
H -0.387 1.491 0.952
H 0.930 0.199 0.950
H 0.241 2.521 -1.487
*
```

The SMILES is NPCS. The LUMO energy is 0.8 eV.

***

Which one sits at the top of the stability order? ii does.